(1)
This record from the Open Molecules 2025 dataset describes a 12-piece molecular cluster, C3H28O12S overall. The level of theory is ωB97M-V/def2-TZVPD.

```
! wB97M-V def2-TZVPD RIJCOSX def2/J DEFGRID3
* xyz -2 1
C -0.131 0.474 0.185
O -1.138 -0.010 -0.699
C -0.810 0.964 1.482
C 0.254 1.626 2.376
S 1.227 0.603 3.580
H 0.759 -0.187 0.300
H 0.266 1.234 -0.389
H -1.379 0.237 2.014
H -1.686 1.702 1.114
H -0.234 2.441 3.074
H 1.080 2.122 1.743
H -0.534 -1.310 1.809
H 0.233 -1.390 2.899
O -0.018 -1.983 2.195
H -0.440 -1.240 -1.162
H 0.151 -2.593 -0.685
O 0.100 -2.078 -1.439
H 1.886 -3.441 0.220
H 1.122 -3.220 1.531
O 1.444 -3.861 0.969
H 2.823 1.153 -2.001
H 1.451 1.238 -2.600
O 2.214 1.802 -2.476
H -3.800 -1.321 -0.508
H -2.347 -1.019 -0.088
O -3.205 -1.550 0.162
H 0.825 2.777 -1.098
H -0.130 3.194 0.083
O 0.575 3.512 -0.697
H -3.390 0.707 1.878
H -3.333 0.902 0.360
O -3.669 1.257 1.199
H 0.873 -0.656 -3.642
H -0.192 0.328 -3.391
O 0.583 0.198 -3.934
H 1.386 -1.384 1.476
H 2.704 -0.802 2.025
O 2.339 -1.475 1.380
H 1.709 -1.460 -1.486
H 2.594 -1.080 -0.303
O 2.529 -1.070 -1.249
H -1.506 0.857 -1.731
H -1.487 2.312 -1.990
O -1.697 1.492 -2.485
*
```

The energy above the lowest of the compared OMol25 structures with the same formula, charge and spin is 0.000 eV. The orbital gap is 0.2469 Eh. The value obtained for the HOMO energy is -1.428 eV. Its total energy is -38970.8259 eV.



(2)
This record from the Open Molecules 2025 dataset describes a 2-piece molecular cluster, CH5INP overall. The level of theory is ωB97M-V/def2-TZVPD.

```
! wB97M-V def2-TZVPD RIJCOSX def2/J DEFGRID3
* xyz 0 1
H -0.055 0.624 2.130
P -0.227 -0.345 1.108
N 1.114 -0.165 0.316
C 1.368 -0.842 -0.908
H 0.499 -0.582 -1.530
H 2.358 -0.617 -1.220
H 1.323 -2.002 -0.841
I 5.098 -0.280 -0.196
H 4.533 0.879 0.729
*
```

The energy above the lowest of the compared OMol25 structures with the same formula, charge and spin is 2.772 eV. The orbital gap is 0.3182 Eh. The value obtained for the HOMO energy is -8.975 eV. Its total energy is -19995.6562 eV. The structure (SMILES) is [H]/P=N/C.I.